{
  "formula": "C3H12N2O2",
  "method": "ωB97M-V/def2-TZVPD",
  "smiles": "C/C(N)=C/N.O.O",
  "total_energy_ev": -10378.7248,
  "charge": 0,
  "elements": ["C", "C", "N", "C", "N", "H", "H", "H", "H", "H", "H", "H", "H", "O", "H", "H", "O", "H", "H"],
  "xyz": [[-0.682, -1.991, 0.868], [0.104, -1.755, -0.458], [1.235, -2.553, -0.480], [-0.114, -0.891, -1.449], [0.981, -0.162, -2.239], [-0.980, -1.035, 1.341], [-1.465, -2.680, 0.567], [-0.010, -2.307, 1.652], [1.949, -2.227, 0.171], [1.546, -2.688, -1.471], [-1.106, -0.586, -1.735], [1.571, -0.800, -2.740], [0.440, 0.180, -3.000], [3.497, 3.004, 1.109], [2.592, 3.083, 1.362], [3.614, 3.340, 0.232], [-4.774, 2.816, 2.099], [-5.267, 3.383, 1.568], [-4.025, 2.611, 1.658]],
  "forces_ev_per_a": [[0.13, 1.61, -1.52], [-0.30, 0.34, 1.41], [1.47, -0.37, -1.33], [0.99, 0.97, -0.62], [-2.00, -1.82, 1.07], [-0.79, -0.37, -0.86], [-0.34, -0.09, 1.02], [0.31, -1.11, -0.25], [0.18, -0.43, -0.39], [0.23, 0.31, 1.67], [-0.19, 0.65, 0.46], [0.70, -0.63, 0.13], [-0.40, 0.97, -0.80], [1.18, -0.48, 0.70], [-0.94, 0.19, -0.06], [-0.24, 0.28, -0.64], [-2.53, -0.44, 3.64], [-1.24, 1.45, -1.39], [3.77, -1.02, -2.26]]
}